{"formula": "C25H47ClP2Sn", "method": "ωB97M-V/def2-TZVPD", "symbols": ["Sn", "C", "C", "C", "C", "C", "C", "H", "H", "H", "C", "H", "H", "H", "C", "H", "H", "H", "C", "H", "H", "H", "C", "H", "H", "H", "C", "C", "C", "C", "C", "C", "C", "C", "H", "H", "H", "H", "H", "H", "H", "H", "H", "H", "H", "H", "P", "C", "H", "H", "H", "C", "H", "H", "H", "C", "H", "H", "H", "P", "C", "H", "H", "H", "C", "H", "H", "H", "C", "H", "H", "H", "Cl", "C", "H", "H"], "coordinates": [[-0.0198, -0.4185, -0.7794], [-2.5217, 1.8032, 1.1419], [-2.9410, 0.8988, 0.1283], [-2.7260, -0.2774, 2.0984], [-2.4837, 1.0972, 2.3741], [-3.0295, -0.4036, 0.7123], [-2.2153, 3.2325, 0.9380], [-1.9136, 3.4295, -0.0975], [-1.3975, 3.5724, 1.5921], [-3.0817, 3.8805, 1.1463], [-2.3150, 1.6876, 3.7247], [-2.1669, 2.7717, 3.6421], [-1.4657, 1.2490, 4.2672], [-3.2209, 1.5102, 4.3284], [-2.6945, -1.3897, 3.0679], [-3.7051, -1.7638, 3.2893], [-2.2408, -1.0724, 4.0142], [-2.1164, -2.2412, 2.6833], [-3.3659, -1.6591, 0.0056], [-4.4243, -1.6858, -0.3021], [-3.1856, -2.5392, 0.6406], [-2.7695, -1.7785, -0.9154], [-3.2785, 1.2907, -1.2534], [-4.0550, 2.0810, -1.2608], [-3.6732, 0.4365, -1.8219], [-2.4023, 1.7162, -1.7738], [1.8384, 0.6088, -1.7331], [0.6541, 1.4115, -1.9557], [-0.0454, 1.5031, -3.2913], [-0.9918, 0.3201, -3.6679], [-0.8810, -0.9366, -2.8203], [0.3458, -1.6523, -2.7040], [1.5751, -1.2353, -3.4969], [2.4970, -0.1979, -2.8095], [0.6699, 1.6634, -4.1171], [-0.8112, 0.0774, -4.7281], [-0.6554, 2.4222, -3.2596], [2.9173, 0.4596, -3.5902], [2.4642, 0.8811, -0.8790], [0.5452, 2.3027, -1.3138], [3.3595, -0.7432, -2.3925], [2.1722, -2.1443, -3.6932], [0.3017, -2.6958, -2.3788], [1.2791, -0.8509, -4.4913], [-2.0301, 0.6886, -3.6234], [-1.8235, -1.4719, -2.6555], [2.0258, 2.7586, 1.2262], [1.6049, 3.8050, 2.6715], [2.3945, 4.5480, 2.8576], [1.4742, 3.1579, 3.5521], [0.6498, 4.3114, 2.4686], [3.6334, 2.0580, 1.7772], [4.3020, 2.8622, 2.1232], [4.1059, 1.5088, 0.9492], [3.4414, 1.3442, 2.5972], [2.5700, 4.0041, -0.0011], [2.8369, 3.4854, -0.9352], [3.4280, 4.5769, 0.3766], [1.7220, 4.6692, -0.2175], [1.2235, -3.5312, 0.3236], [-0.2098, -4.4368, -0.3263], [0.1326, -5.2254, -1.0042], [-0.8905, -3.7579, -0.8595], [-0.7638, -4.8738, 0.5174], [2.5914, -3.6423, -0.8634], [2.3021, -3.3434, -1.8776], [2.9389, -4.6832, -0.8746], [3.4116, -2.9816, -0.5445], [1.7783, -4.4339, 1.7803], [2.2415, -5.3650, 1.4442], [0.9266, -4.6439, 2.4364], [2.5091, -3.8281, 2.3312], [0.6413, 0.1089, 2.4546], [0.8294, -1.0836, 1.1214], [1.9153, -1.2523, 1.0133], [0.2623, -1.9539, 1.4930]], "atomic_forces_ev_per_a": [[-0.592, 0.298, 1.954], [-0.049, -0.473, -0.097], [1.350, 3.397, 0.607], [-1.441, -3.267, -4.073], [0.324, 2.703, -0.779], [0.740, -2.572, 4.641], [-0.071, 0.993, 0.084], [-0.006, -0.025, 0.192], [-0.228, -0.168, -0.259], [0.220, -0.113, -0.079], [-0.030, 0.483, -0.536], [-0.014, -0.323, 0.138], [-0.225, -0.098, -0.155], [0.202, -0.119, -0.146], [0.039, -0.291, 0.575], [0.214, 0.091, -0.017], [-0.094, -0.165, -0.187], [-0.116, 0.170, 0.098], [-0.224, -0.505, -0.273], [0.232, -0.001, 0.091], [-0.088, 0.328, -0.205], [-0.308, 0.005, 0.332], [-0.510, -0.063, -0.386], [0.310, -0.273, 0.139], [0.201, 0.285, 0.085], [-0.401, -0.091, 0.354], [-1.061, 1.458, -0.668], [2.164, 0.148, 0.146], [-0.452, 0.148, -0.295], [-0.355, 0.385, 0.065], [0.499, -0.755, -0.904], [-0.417, 0.157, -0.707], [0.469, -0.002, -0.403], [0.335, -0.947, -0.456], [0.014, -0.129, 0.526], [-0.087, -0.257, 0.373], [0.249, -0.373, -0.092], [-0.085, 0.043, 0.352], [-0.356, 0.035, -0.038], [-0.007, -0.766, 0.082], [-0.336, 0.316, 0.022], [-0.305, 0.425, -0.025], [-0.183, 0.358, -0.069], [-0.092, -0.260, 0.437], [0.447, -0.325, -0.047], [0.415, 0.125, 0.095], [-0.183, -0.162, -0.356], [-0.095, -0.030, -0.046], [-0.292, -0.184, 0.083], [0.082, 0.269, -0.204], [0.330, -0.005, 0.153], [-0.059, -0.050, 0.121], [-0.092, -0.373, -0.091], [-0.011, 0.190, 0.239], [0.180, 0.322, -0.285], [0.088, 0.049, 0.057], [0.075, 0.257, 0.249], [-0.224, 0.027, -0.301], [0.306, -0.030, 0.042], [-0.208, 0.330, -1.101], [0.116, -0.712, -0.249], [-0.433, -0.155, 0.069], [0.174, -0.245, 0.092], [0.144, 0.013, -0.326], [0.337, -0.850, -0.082], [-0.011, -0.160, 0.306], [0.299, 0.222, -0.320], [-0.212, -0.271, 0.003], [0.238, -0.298, -0.021], [0.016, -0.098, 0.389], [0.201, -0.008, -0.100], [-0.119, -0.223, -0.105], [-0.305, 0.650, 0.603], [-0.244, 0.336, 1.227], [-0.768, 0.018, -0.025], [0.376, 1.181, -0.511]], "lumo_ev": -8.63, "total_energy_ha": -2337.190161, "largest_force_ev_per_a": 5.4, "gap_ha": 0.152, "total_charge": 2}

{"formula": "C25H47F3HgN7O11S", "method": "ωB97M-V/def2-TZVPD", "symbols": ["Hg", "C", "F", "F", "F", "S", "O", "O", "O", "C", "O", "N", "C", "C", "H", "H", "H", "H", "H", "H", "H", "C", "O", "N", "C", "C", "H", "H", "H", "H", "H", "H", "H", "C", "O", "N", "C", "C", "H", "H", "H", "H", "H", "H", "H", "C", "O", "N", "C", "C", "H", "H", "H", "H", "H", "H", "H", "C", "O", "N", "C", "C", "H", "H", "H", "H", "H", "H", "H", "C", "O", "N", "C", "C", "H", "H", "H", "H", "H", "H", "H", "C", "C", "C", "C", "C", "C", "N", "O", "O", "H", "H", "H", "H", "H"], "coordinates": [[-8.0632, 0.4968, -1.9024], [-0.9757, 0.2280, -0.1387], [0.0685, -0.2117, 0.6062], [-0.9491, 1.5573, -0.2555], [-0.9265, -0.3228, -1.3630], [-2.5946, -0.2540, 0.7195], [-2.5019, -1.6933, 1.0009], [-2.7991, 0.6099, 1.9444], [-3.6419, 0.0443, -0.2750], [-2.1921, -0.9064, 8.2805], [-3.3475, -1.2617, 8.3500], [-1.2416, -1.7339, 7.7224], [0.1631, -1.3400, 7.5402], [-1.5915, -2.9534, 6.9515], [-1.7054, 0.0331, 8.5847], [0.4444, -0.8906, 6.5878], [0.8743, -2.1301, 7.7808], [0.3498, -0.4326, 8.1146], [-2.2205, -3.5917, 7.5720], [-2.1028, -2.6748, 6.0300], [-0.6928, -3.5697, 6.9286], [7.6574, -1.8664, -3.0449], [7.6232, -0.7726, -2.5359], [6.8144, -2.8990, -2.8503], [6.6700, -3.9342, -3.8483], [5.9631, -2.9460, -1.7074], [8.3027, -2.0739, -3.9125], [7.5623, -4.3237, -4.3383], [5.8557, -3.7117, -4.5380], [6.3713, -4.7854, -3.2365], [6.0953, -2.0759, -1.0645], [4.9264, -3.0290, -2.0335], [6.1571, -3.8402, -1.1150], [2.8085, 4.4223, -7.6262], [2.5205, 4.0565, -8.8169], [2.5558, 3.6418, -6.5390], [2.5693, 4.1630, -5.1373], [2.0997, 2.2491, -6.6625], [3.2143, 5.4321, -7.4595], [3.1286, 3.5179, -4.4598], [1.5705, 4.3738, -4.7550], [3.1329, 5.0953, -5.1726], [2.6044, 1.4368, -6.1396], [1.0555, 2.1786, -6.3579], [2.1532, 1.8957, -7.6923], [-6.7162, 6.1716, -0.9150], [-6.6560, 5.0041, -1.3723], [-6.0845, 6.5443, 0.2582], [-6.1414, 7.9150, 0.7303], [-5.0670, 5.7768, 0.9236], [-7.3199, 6.9681, -1.3767], [-7.0453, 8.3933, 0.3532], [-5.3025, 8.5377, 0.4195], [-6.1539, 7.8980, 1.8201], [-5.3735, 5.5569, 1.9462], [-4.9657, 4.8582, 0.3457], [-4.1642, 6.3876, 0.9235], [-0.3053, -9.1995, -0.2657], [-1.2376, -8.7711, -0.9462], [0.6909, -8.4327, 0.2681], [1.9189, -8.9863, 0.8530], [0.7502, -6.9617, 0.0625], [-0.0955, -10.2399, 0.0271], [1.9872, -8.7383, 1.9122], [2.8276, -8.5933, 0.3971], [1.9523, -10.0710, 0.7508], [-0.2241, -6.5455, -0.1939], [1.1462, -6.4317, 0.9288], [1.4664, -6.7110, -0.7200], [-4.8040, -2.4514, -6.4028], [-5.5309, -2.2053, -5.4361], [-3.7915, -3.3754, -6.3627], [-3.2045, -3.8600, -7.5926], [-3.4651, -4.1244, -5.1515], [-4.9246, -1.9998, -7.3997], [-2.1241, -3.7241, -7.6427], [-3.5927, -3.3431, -8.4702], [-3.4496, -4.8978, -7.8182], [-3.6483, -3.5241, -4.2604], [-3.9091, -5.1144, -5.2560], [-2.3943, -4.3261, -5.1225], [0.3859, 5.1737, 6.4019], [0.8369, 6.3446, 6.9677], [2.2034, 6.6092, 7.0448], [3.1082, 5.7357, 6.4912], [2.5542, 4.5792, 5.8105], [1.1812, 4.3233, 5.7654], [4.5848, 5.8918, 6.5248], [5.0570, 6.7813, 7.1831], [5.2193, 5.0909, 5.8754], [-0.6678, 4.9576, 6.4996], [0.1389, 7.0879, 7.3235], [2.5692, 7.5024, 7.5293], [3.2353, 3.9078, 5.3087], [0.7788, 3.4237, 5.3235]], "atomic_forces_ev_per_a": [[0.146, 0.031, 0.016], [-0.014, -0.209, 0.436], [-0.940, 0.558, -0.839], [0.248, -0.626, 0.084], [0.012, 0.293, 0.986], [-1.534, 0.205, 1.608], [0.236, 1.656, -0.247], [0.967, -1.759, -2.654], [0.939, -0.103, 0.580], [0.675, -1.388, -0.809], [0.097, 0.790, 0.231], [1.377, -0.583, -1.310], [-0.492, 1.489, 0.589], [-0.184, 0.241, 2.001], [-0.592, 0.169, 0.372], [-0.508, -0.749, -0.884], [-0.252, 0.025, 0.154], [0.084, -0.329, 0.889], [-0.651, 0.334, -0.135], [0.332, -0.364, -0.168], [0.109, 0.375, -0.956], [-0.277, 0.455, -1.729], [0.169, 0.036, 0.941], [1.005, 0.251, -0.018], [-0.525, -1.108, 1.207], [-0.723, -0.204, 0.393], [0.363, -0.015, 0.048], [0.215, 0.858, -0.111], [0.161, 0.005, -0.245], [-0.365, -0.392, -0.346], [0.032, 0.020, -0.319], [-0.235, 0.233, 0.108], [0.176, -0.138, 0.064], [-1.594, -1.476, -3.578], [1.202, 1.019, 3.743], [0.301, -0.828, 1.579], [0.864, 0.481, -1.419], [-0.707, -0.042, -1.103], [-0.053, -0.299, 0.392], [-0.224, -0.296, -0.186], [-0.074, -0.220, -0.109], [-0.158, 0.158, 0.117], [0.715, 0.781, 0.722], [-0.163, 0.112, 0.017], [-0.102, 0.608, -0.165], [0.651, -2.699, 0.453], [-0.055, 2.695, 0.854], [-0.433, 0.996, -0.984], [-0.735, 0.124, -0.169], [-0.390, -0.632, -0.733], [0.131, -0.112, 0.115], [-0.034, 0.011, 0.160], [0.304, -0.210, -0.140], [-0.142, 0.101, -0.007], [0.077, -0.035, 0.065], [0.361, -0.043, 0.283], [0.251, -0.288, 0.099], [-0.021, 0.970, -0.432], [1.159, -0.755, 1.060], [0.776, 1.514, -0.023], [-0.541, -0.238, 0.129], [-0.084, -0.518, -0.143], [-0.587, -0.252, -0.370], [-0.124, -0.007, 0.108], [-0.177, 0.153, -0.363], [-0.170, 0.031, -0.006], [0.062, -0.315, 0.007], [-0.220, -0.383, 0.403], [-0.075, -0.186, -0.373], [-0.590, -0.587, 1.379], [1.018, -0.005, -1.216], [0.058, 0.192, -0.194], [-0.047, 0.271, -0.856], [0.598, 0.333, -0.589], [-0.038, 0.050, 0.164], [0.088, -0.125, 0.368], [-0.189, 0.395, 0.240], [0.073, -0.275, 0.501], [-0.728, -0.437, -0.127], [-0.484, 0.066, 0.725], [0.209, 0.150, -0.334], [-2.710, 1.740, 1.251], [0.764, 0.479, 0.173], [0.267, 0.744, 0.277], [-1.768, -2.643, -1.494], [1.216, 0.948, 0.245], [2.770, -1.313, -0.458], [-0.776, -0.340, -0.252], [-0.063, 0.534, 0.379], [0.223, -0.157, -0.129], [-0.232, 0.050, -0.237], [-0.020, -0.121, 0.287], [-0.021, 0.117, 0.041], [0.123, 0.002, 0.097], [0.220, -0.042, -0.181]], "lumo_ev": -9.64, "total_energy_ha": -3042.248833, "largest_force_ev_per_a": 4.2, "gap_ha": 0.044, "total_charge": 1}

{"formula": "C25H48AlOP4", "method": "ωB97M-V/def2-TZVPD", "symbols": ["Al", "P", "P", "P", "H", "C", "C", "H", "C", "C", "C", "C", "C", "C", "C", "C", "C", "H", "H", "H", "H", "H", "H", "H", "H", "H", "H", "H", "H", "H", "H", "H", "H", "H", "H", "H", "H", "H", "H", "H", "H", "H", "H", "H", "H", "H", "C", "C", "C", "C", "C", "C", "O", "H", "H", "H", "H", "H", "H", "C", "P", "C", "C", "C", "C", "C", "C", "C", "H", "H", "H", "H", "H", "H", "H", "H", "H", "H", "H"], "coordinates": [[0.7698, 0.7548, -0.2268], [-0.5392, 2.4490, -1.0611], [-1.9869, -1.1557, -1.1954], [2.4407, 0.7990, 1.4923], [0.9357, -3.2765, -1.3459], [1.6688, -3.6399, -0.6207], [1.2512, -4.1627, 0.5481], [0.1991, -4.3778, 0.7508], [-0.3958, 2.4774, -2.8870], [-2.3417, 2.6938, -0.7827], [0.2497, 4.0146, -0.5198], [-2.0603, -2.9669, -0.8992], [-3.7920, -0.8123, -1.0639], [-1.8368, -1.1656, -3.0291], [2.9910, -0.8365, 2.0985], [2.2487, 1.7802, 3.0111], [3.9772, 1.4569, 0.7705], [2.7331, -3.5018, -0.8447], [2.0015, -4.4915, 1.3030], [0.5452, 2.9849, -3.1592], [-1.2468, 3.0027, -3.3570], [-0.3602, 1.4442, -3.2701], [-2.5629, 3.7661, -0.6007], [-2.7001, 2.1078, 0.0859], [-2.8886, 2.3563, -1.6804], [-0.2247, 4.8696, -1.0186], [1.3191, 3.9775, -0.7661], [0.1530, 4.1091, 0.5705], [-2.6477, -3.4505, -1.6935], [-2.5479, -3.1579, 0.0653], [-1.0521, -3.3977, -0.8703], [-4.3219, -1.1932, -1.9450], [-3.9487, 0.2704, -0.9901], [-4.2028, -1.2725, -0.1597], [-2.5179, -1.9105, -3.4652], [-0.8016, -1.4141, -3.3020], [-2.0774, -0.1685, -3.4211], [4.0309, -0.7229, 2.4387], [2.9565, -1.6120, 1.3181], [2.3764, -1.1641, 2.9470], [3.2498, 2.0770, 3.3527], [1.7672, 1.1881, 3.7996], [1.6662, 2.6912, 2.8230], [4.6631, 1.5799, 1.6134], [3.7985, 2.4274, 0.2968], [4.4326, 0.7900, 0.0317], [2.9520, 0.2074, -2.4891], [2.8003, 1.0210, -3.5875], [3.9540, 1.2656, -4.3628], [5.1719, 0.6874, -3.9893], [5.2877, -0.1104, -2.8455], [4.1378, -0.4053, -2.0990], [1.8544, 0.0117, -1.5411], [2.0155, -0.8228, -1.0313], [1.8203, 1.4072, -3.8787], [3.9093, 1.8827, -5.2541], [6.0383, 0.8409, -4.6297], [6.2370, -0.5242, -2.5156], [4.1624, -1.0275, -1.2012], [-1.3079, 1.5503, 2.9670], [-1.1421, 0.0420, 1.9288], [-0.3232, -1.0532, 3.1575], [-2.8728, -0.5947, 2.2050], [-3.9717, 0.2841, 2.2541], [-5.2694, -0.2026, 2.4324], [-5.4838, -1.5825, 2.5390], [-4.4094, -2.4778, 2.4836], [-3.1108, -1.9840, 2.3072], [-0.3389, 1.8514, 3.3775], [-2.0011, 1.3190, 3.7867], [-1.7113, 2.3712, 2.3622], [-1.0796, -1.3943, 3.8786], [0.1065, -1.9223, 2.6423], [0.4684, -0.5219, 3.6993], [-3.8218, 1.3604, 2.1768], [-6.1044, 0.5079, 2.5076], [-6.4970, -1.9588, 2.7005], [-4.5701, -3.5630, 2.5966], [-2.2716, -2.6815, 2.2805]], "atomic_forces_ev_per_a": [[-1.911, -0.951, 1.201], [-0.746, 2.147, -1.157], [-0.285, -0.569, -0.994], [1.330, -0.215, 0.496], [0.322, -0.363, -0.101], [-0.385, 0.482, 0.935], [1.028, -0.055, -0.282], [0.332, 0.194, -0.005], [0.363, -0.250, -0.228], [-0.282, -0.595, 0.616], [0.082, -0.368, 0.213], [0.335, -0.148, 0.306], [0.072, 0.598, 0.301], [0.313, 0.100, 0.036], [-0.183, -0.293, -0.064], [-0.399, 0.322, 0.032], [-0.097, 0.251, -0.211], [-0.378, -0.186, 0.024], [-0.767, 0.161, -0.619], [-0.424, -0.140, 0.059], [0.388, -0.160, 0.367], [-0.129, 0.389, 0.046], [0.355, -0.573, -0.162], [0.118, 0.306, -0.430], [0.291, 0.110, 0.409], [0.139, -0.204, 0.135], [-0.204, 0.150, -0.026], [-0.051, 0.125, -0.246], [0.181, 0.170, 0.222], [0.148, 0.022, -0.292], [-0.360, -0.012, -0.084], [0.197, 0.018, 0.157], [-0.200, -0.239, -0.069], [0.089, 0.089, -0.155], [0.201, 0.290, 0.061], [-0.257, 0.031, -0.111], [0.010, -0.262, -0.043], [-0.273, 0.027, -0.093], [0.002, 0.203, 0.233], [0.189, 0.063, -0.344], [-0.219, -0.158, -0.119], [0.113, 0.217, -0.248], [0.180, -0.185, 0.141], [0.045, 0.066, -0.172], [0.145, -0.054, 0.106], [-0.207, 0.122, 0.203], [1.044, -0.086, 0.285], [-0.061, 0.128, -0.305], [-0.015, -0.629, 0.635], [-0.049, 0.092, -0.096], [-0.702, -0.300, 0.072], [0.171, 0.694, -0.392], [-0.996, -0.913, 0.948], [0.358, -0.164, -1.083], [0.502, -0.093, 0.108], [-0.139, -0.112, 0.125], [-0.109, 0.084, 0.272], [-0.107, 0.044, -0.298], [0.156, 0.056, -0.287], [0.061, 0.215, -0.159], [-0.236, 0.219, 1.505], [0.278, -0.333, -0.144], [-0.391, -0.390, -1.119], [0.142, -0.164, -0.114], [0.175, -0.060, 0.060], [-0.060, 0.057, 0.113], [0.228, 0.087, 0.033], [-0.035, 0.317, 0.015], [-0.274, -0.007, -0.105], [0.261, 0.219, -0.164], [0.028, -0.011, 0.296], [0.351, 0.145, -0.179], [-0.057, 0.069, 0.287], [-0.212, -0.146, -0.153], [-0.078, -0.199, 0.026], [0.405, -0.449, -0.060], [0.353, 0.114, -0.103], [0.057, 0.714, -0.083], [-0.258, 0.126, 0.016]], "lumo_ev": -9.77, "total_energy_ha": -2663.533070, "largest_force_ev_per_a": 2.6, "gap_ha": 0.249, "total_charge": 3}